1.
{"formula": "C5H10O", "method": "ωB97M-V/def2-TZVPD", "symbols": ["C", "C", "C", "C", "C", "H", "H", "H", "H", "H", "H", "H", "H", "O", "H", "H"], "positions_angstrom": [[-0.823, 0.970, 1.806], [-0.971, 0.316, 0.665], [0.068, 0.087, -0.361], [-0.205, 0.240, -1.641], [0.818, 0.110, -2.752], [-1.677, 1.091, 2.405], [-0.006, 1.616, 2.098], [-1.922, -0.188, 0.535], [1.059, 0.018, 0.078], [-1.213, 0.434, -1.996], [1.673, 0.686, -2.389], [0.615, 0.493, -3.750], [1.068, -0.946, -2.873], [0.906, -1.679, 2.747], [0.229, -2.350, 2.913], [0.382, -0.897, 2.516]], "atomic_forces_ev_per_a": [[0.291, 0.842, -0.383], [0.259, -0.849, -0.072], [-0.467, 1.074, 1.141], [-0.018, -0.308, -1.792], [0.591, 0.148, 0.822], [-0.996, -0.044, 0.934], [0.473, -0.348, -0.211], [-0.146, 0.078, -0.291], [0.220, -0.253, -0.558], [-0.208, -0.103, 0.441], [0.408, -0.436, -0.277], [-0.697, 0.151, 0.219], [0.281, 0.093, 0.028], [-0.373, -0.052, 0.031], [0.263, 0.091, -0.022], [0.118, -0.082, -0.010]], "mulliken_charge": [-1.060, -0.070, -0.181, -0.035, -1.046, 0.290, 0.314, 0.280, 0.314, 0.344, 0.267, 0.333, 0.252, -0.661, 0.309, 0.351], "energy_ha": -271.690187, "homo_ha": -0.3356, "de_lowest_kj_mol": 163.9, "lumo_energy_ev": 1.0}

---

2.
{"formula": "C5H10O", "method": "ωB97M-V/def2-TZVPD", "symbols": ["C", "C", "C", "O", "H", "H", "H", "H", "H", "H", "C", "C", "H", "H", "H", "H"], "positions_angstrom": [[0.907, -1.481, 0.341], [0.108, -0.998, -0.599], [-1.283, -0.561, -0.379], [-1.627, -0.213, 0.932], [1.833, -1.966, 0.068], [0.637, -1.430, 1.393], [0.323, -1.065, -1.663], [-1.793, 0.046, -1.141], [-1.449, -1.652, -0.623], [-2.581, -0.068, 0.956], [1.361, 1.290, 0.378], [0.280, 1.858, -0.142], [1.448, 1.077, 1.441], [2.210, 0.987, -0.230], [-0.566, 2.138, 0.477], [0.190, 2.039, -1.211]], "atomic_forces_ev_per_a": [[-0.036, -0.383, -0.111], [0.944, 0.422, 0.157], [-0.341, -1.686, -0.527], [-0.139, -0.083, 0.048], [0.079, 0.040, 0.069], [0.073, 0.028, -0.200], [0.306, -0.072, 0.111], [0.632, 0.026, 0.149], [-2.047, 0.505, 0.208], [0.241, -0.096, 0.084], [0.027, 0.624, -0.041], [0.348, 0.477, 0.119], [-0.091, 0.088, -0.184], [-0.183, 0.123, 0.054], [0.129, -0.037, -0.081], [0.059, 0.024, 0.142]], "mulliken_charge": [-0.938, -0.071, -0.404, -0.492, 0.296, 0.293, 0.307, 0.420, 0.267, 0.305, -0.476, -0.559, 0.257, 0.284, 0.244, 0.269], "energy_ha": -271.631444, "homo_ha": -0.3069, "de_lowest_kj_mol": 318.1, "lumo_energy_ev": 0.8}

---

3.
{"formula": "C5H10O", "method": "ωB97M-V/def2-TZVPD", "symbols": ["C", "C", "C", "C", "C", "H", "H", "H", "H", "H", "H", "H", "H", "O", "H", "H"], "positions_angstrom": [[-2.302, 0.156, 0.436], [-1.052, 0.576, 0.604], [-0.151, 0.984, -0.502], [0.723, 0.175, -1.106], [1.902, 0.659, -1.905], [-2.854, -0.339, 1.232], [-2.794, 0.098, -0.532], [-0.718, 0.820, 1.600], [-0.315, 1.970, -0.959], [0.741, -0.869, -0.779], [1.844, 1.725, -2.072], [1.903, 0.302, -2.932], [2.741, 0.261, -1.336], [-0.183, -2.445, 2.669], [-0.164, -1.751, 3.339], [0.682, -2.323, 2.242]], "atomic_forces_ev_per_a": [[-0.032, -0.878, -0.002], [-0.725, 0.591, -0.665], [-0.423, 0.074, -0.966], [-0.048, 0.209, 0.984], [-1.201, -0.576, -0.556], [-0.043, 0.661, 0.201], [0.375, -0.100, -0.088], [0.346, -0.526, 0.334], [0.463, 0.046, 0.631], [0.125, 0.164, -0.070], [0.439, 0.445, 0.678], [0.224, -0.712, -0.042], [0.505, 0.608, -0.448], [0.663, 0.326, -0.033], [-0.230, -0.108, 0.026], [-0.438, -0.225, 0.015]], "mulliken_charge": [-0.630, -0.258, -0.370, 0.040, -1.053, 0.246, 0.257, 0.336, 0.233, 0.334, 0.322, 0.298, 0.256, -0.638, 0.313, 0.314], "energy_ha": -271.677191, "homo_ha": -0.3420, "de_lowest_kj_mol": 198.0, "lumo_energy_ev": 0.8}

---

Quick rundown of orbital gap, same order as above: 0.373 0.337 0.372 Eh